Formula: C18H37N2O10
Source: OMol25
Level of theory: ωB97M-V with the def2-TZVPD basis set

XYZ file:
```
67
Properties=species:S:1:pos:R:3:nbo_charge:R:1
O -0.1567 -0.2812 0.3580 -0.8119
H -0.9048 0.0670 0.8486 0.5397
H 0.1063 0.4205 -0.2420 0.5487
H -0.4694 -1.0667 -0.0968 0.5220
C 0.0371 -8.5410 -2.5600 -0.4862
C -0.1390 -7.2192 -1.9691 0.4299
C -0.6134 -5.9705 -2.9347 0.4194
O -0.5882 -4.8119 -2.5043 -0.7172
C -0.7590 -6.2956 -4.2992 -0.4645
C -0.5544 -7.5317 -4.7801 0.3869
C -0.0732 -8.7037 -3.8778 0.3660
O 0.1156 -9.9148 -4.2877 -0.7150
O -0.8684 -7.6480 -6.0356 -0.6899
O 0.0085 -6.9844 -0.7552 -0.6887
H 0.2633 -9.3658 -1.9006 0.1985
H -1.0172 -5.4918 -4.9727 0.1892
O -3.4873 -0.6723 -3.9722 -0.9325
H -3.2037 0.2113 -3.7377 0.4510
H -2.9259 -1.2497 -3.4549 0.4734
C 1.8423 3.7278 4.7579 -0.2485
O 0.4882 4.1198 4.4488 -0.5561
C 0.1062 3.9930 3.0850 -0.0695
C -1.4269 3.6526 3.0563 -0.2370
N -1.7488 2.2603 3.3853 -0.6323
C -3.1817 2.0789 3.5020 -0.2309
C -3.4811 0.6164 3.7703 -0.0700
O -2.9177 -0.2269 2.7752 -0.5499
C -3.0523 -1.5369 3.1412 -0.2648
H 2.0920 4.1245 5.7420 0.1914
H 2.5086 4.1643 4.0138 0.1691
H 2.0285 2.6563 4.8310 0.1749
H 0.6334 3.2703 2.4621 0.1761
H 0.2830 4.9641 2.6226 0.1698
H -1.8134 4.0287 2.1091 0.1901
H -1.8751 4.3273 3.7857 0.1712
H -1.3596 2.0737 4.2985 0.3563
H -3.6113 2.4835 2.5856 0.1943
H -3.4779 2.5820 4.4224 0.1731
H -4.5648 0.4997 3.7738 0.1808
H -3.0918 0.4856 4.7800 0.1642
H -4.0439 -1.9851 3.2049 0.1811
H -2.4277 -1.7797 4.0008 0.1687
H -2.5688 -2.1356 2.3692 0.1887
C 3.6563 -0.6961 0.8715 -0.2664
O 3.4597 0.7515 0.8946 -0.5487
C 4.2490 1.4636 -0.0240 -0.0554
C 3.6844 1.3765 -1.4804 -0.2462
N 2.4488 2.1114 -1.6323 -0.6287
C 1.9818 2.1725 -3.0140 -0.2285
C 0.7226 3.0474 -3.2417 -0.0656
O -0.1893 2.5947 -2.2643 -0.5544
C -1.4481 3.2693 -2.3295 -0.2805
H 2.9611 -1.1765 0.1830 0.1754
H 3.4680 -1.0310 1.8915 0.1969
H 4.6630 -1.0213 0.6088 0.1818
H 5.2995 1.1735 -0.0060 0.1735
H 4.1724 2.4954 0.3190 0.1759
H 3.5509 0.3292 -1.7517 0.1987
H 4.4427 1.7612 -2.1624 0.1639
H 2.5669 3.0560 -1.2949 0.3465
H 1.8261 1.1171 -3.2374 0.1970
H 2.7427 2.5443 -3.7003 0.1651
H 0.2779 2.9319 -4.2302 0.1873
H 1.0979 4.0660 -3.1429 0.1613
H -2.2178 2.7627 -2.9117 0.1712
H -1.5176 4.2927 -2.6981 0.1852
H -2.0081 3.2125 -1.3961 0.1852
```

Summary:
LUMO energy = 0.1 eV
HOMO energy = -1.7536 eV
Charge = -1
Relative energy (zero: lowest compared OMol25 entry of this formula, charge and spin) = 167.52 kcal per mole
Spin multiplicity = 1
DFT total energy = -1569.61732 Ha
Orbital gap = 1.84 eV

=====

Formula: C3H4O2Pt
Source: OMol25
Level of theory: ωB97M-V with the def2-TZVPD basis set

XYZ file:
```
10
Properties=species:S:1:pos:R:3:nbo_charge:R:1
O -0.6622 -0.3474 1.6905 -0.6500
C -0.3255 0.8651 1.1810 -0.1680
C 0.0319 1.1890 -0.1746 0.1367
O 0.0282 0.3477 -1.1891 -0.5134
C 0.4435 -1.0783 -1.1383 -0.3961
Pt -0.1632 -1.6926 0.6427 0.6746
H 0.2621 1.5375 1.8388 0.2276
H -1.1451 1.7383 0.5272 0.2843
H 1.5316 -1.0599 -1.3249 0.1975
H -0.0013 -1.4995 -2.0534 0.2067
```

Summary:
LUMO energy (alpha / beta) = -0.1 / -2.0 eV
Expectation value of S² = 2.012
HOMO energy (alpha / beta) = -8.1431 / -8.2228 eV
Charge = 0
Relative energy (zero: lowest compared OMol25 entry of this formula, charge and spin) = 0.00 kcal per mole
Spin multiplicity = 3
DFT total energy = -386.19291 Ha
Orbital gap (alpha / beta) = 8.04 / 6.23 eV

=====

Formula: C13H34N5O14P4
Source: OMol25
Level of theory: ωB97M-V with the def2-TZVPD basis set

XYZ file:
```
70
Properties=species:S:1:pos:R:3:nbo_charge:R:1
C -2.9721 -1.1320 -4.4007 -0.3015
O -1.6338 -1.5634 -4.0015 -0.5326
C -0.7841 -0.4221 -4.2984 0.0492
N 0.5387 -0.4951 -3.6706 -0.2069
C 1.0497 -0.4289 -2.3524 0.6047
N 0.3179 -0.2911 -1.2390 -0.8913
P -1.4293 -0.1092 -1.0783 1.4198
O -2.1696 -1.6605 -0.9082 -0.9734
O -1.8264 0.7952 0.3321 -0.9446
N 2.4867 -0.5214 -2.2196 -0.4399
C 2.8380 -0.6690 -3.6144 0.4549
C 4.3679 -0.7915 -3.9701 -0.8527
P 5.0833 0.7387 -4.8283 2.2561
O 5.0246 0.6363 -6.3553 -1.0757
O 6.7418 0.7531 -4.4080 -0.9456
O 4.4090 2.1864 -4.3035 -0.9501
N 1.6820 -0.6708 -4.4261 -0.1732
C 1.8305 -0.8517 -5.8914 -0.3278
C 1.7222 -2.4215 -6.2311 0.0799
N 0.6942 -2.9190 -6.8841 -0.5574
H -3.3854 -0.3460 -3.6703 0.1896
H -2.9597 -0.6680 -5.4533 0.1933
H -3.6632 -2.0384 -4.4837 0.2338
H -1.3279 0.4814 -3.8380 0.2250
H -0.7928 -0.2537 -5.4192 0.2306
H 0.8606 -0.2889 -0.3530 0.4551
H -2.9689 -1.6645 -1.4783 0.5142
H -1.9538 0.1697 1.0954 0.5150
H 4.6345 -1.7511 -4.5296 0.3015
H 4.9228 -0.8695 -2.9667 0.3119
H 7.1526 -0.0812 -4.7296 0.5144
H 3.7157 2.4676 -4.9378 0.5262
H 2.8481 -0.5068 -6.2946 0.2999
H 1.0547 -0.2872 -6.5113 0.2599
H 2.5249 -3.1748 -5.9067 0.1818
H 0.8633 -3.9421 -6.9419 0.3554
C -1.2242 -0.9852 6.4922 -0.2723
O -2.1964 -1.8958 5.9703 -0.6684
P -2.1475 -2.0664 4.2537 2.2584
O -3.5798 -1.5460 4.1766 -0.9479
O -2.1168 -3.7027 4.3935 -0.8014
C -2.7380 -4.3618 5.4889 -0.2485
O -2.0507 -2.1965 2.5482 -0.7971
C -3.0000 -3.0114 1.8832 -0.2478
H -1.3393 -0.9358 7.5757 0.2086
H -0.2163 -1.3344 6.2557 0.1732
H -1.3795 0.0122 6.0717 0.1746
H -3.6704 -3.8752 5.7854 0.1993
H -2.0494 -4.3986 6.3342 0.1901
H -2.9631 -5.3865 5.1845 0.1940
H -4.0185 -2.8328 2.2297 0.2008
H -2.7457 -4.0674 2.0044 0.1868
H -2.9600 -2.7752 0.8185 0.1975
C -2.4016 2.8510 4.4601 -0.2686
O -1.2662 3.6805 4.6408 -0.6713
P 0.0462 3.3032 3.5775 2.2509
O 0.9184 2.9910 4.7898 -0.9412
O 0.1753 4.8852 3.1510 -0.8019
C -0.1719 5.9245 4.0560 -0.2486
O 1.3068 2.8930 2.4928 -0.7756
C 2.5369 3.5883 2.6037 -0.2377
H -3.1737 3.1463 5.1718 0.2082
H -2.7874 2.9656 3.4441 0.1682
H -2.1293 1.8064 4.6379 0.1648
H 0.1076 5.6836 5.0845 0.1991
H -1.2432 6.1220 3.9955 0.1878
H 0.3614 6.8289 3.7544 0.1933
H 2.8791 3.6568 3.6367 0.2041
H 2.4534 4.5885 2.1709 0.1847
H 3.2871 3.0354 2.0335 0.1847
```

Summary:
LUMO energy = -4.7 eV
HOMO energy = -11.2848 eV
Charge = +1
Spin multiplicity = 1
DFT total energy = -3207.86218 Ha
Orbital gap = 6.59 eV

=====

Formula: C34H59BrNP3Ti
Source: OMol25
Level of theory: ωB97M-V with the def2-TZVPD basis set

XYZ file:
```
99
Properties=species:S:1:pos:R:3:mulliken_charge:R:1
C 0.0931 -0.5473 -6.8748 -0.4440
C 1.1865 -0.1032 -6.0546 0.2474
C 2.2454 0.4342 -6.7760 -0.5361
C 2.2564 0.4455 -8.1733 -0.3016
N 1.2778 -0.0360 -8.9255 -0.5220
C 0.2107 -0.4995 -8.2767 -0.3031
C 1.2908 -0.0793 -4.5935 0.1528
C 1.9620 -0.1676 -3.5182 -0.2418
C 1.7975 -0.8518 -2.2587 1.5583
C 0.5449 -0.4147 -1.6965 -1.0838
C 0.0514 -1.2273 -0.7005 0.0571
C 0.7831 -2.2378 0.0079 0.7668
C 1.9784 -2.7115 -0.6573 -0.5606
C 2.3788 -2.1073 -1.8381 -1.1905
Ti 1.7181 1.0985 -0.8895 -1.0602
P -0.6267 2.2315 1.2304 1.9948
H 3.0811 0.8123 -6.2240 0.4075
H -0.8095 -0.9348 -6.4348 0.4328
H 3.1390 0.8328 -8.6901 0.3547
H -0.5953 -0.8928 -8.9046 0.3689
H 3.2905 -2.4872 -2.2881 0.3988
H 0.0550 0.5523 -2.0448 1.0752
H 2.5773 -3.4655 -0.1248 0.5373
H -1.0853 -1.2284 -0.5438 -1.4393
C -0.5426 2.5409 3.0797 -1.0734
C -0.1617 3.9003 3.6127 -1.4864
H 0.1285 1.7839 3.4815 0.6368
H -1.5397 2.2929 3.4396 0.7767
H -0.2875 3.8734 4.7053 0.4445
H 0.8965 4.1597 3.4495 0.2130
H -0.8180 4.7102 3.2620 0.2614
C 0.2914 3.6669 0.5769 -1.1933
C 0.3611 3.6264 -0.9438 -0.6559
H 1.2983 3.7854 1.0052 0.4748
H -0.2779 4.5369 0.9257 0.6142
H 0.8731 4.5284 -1.2789 0.4733
H 0.9243 2.7277 -1.3623 -0.0647
H -0.6511 3.6625 -1.3661 0.3576
C -2.3370 2.9016 0.9198 -0.2985
C -2.7019 4.2948 1.4541 -1.6192
H -3.0201 2.1561 1.3562 -0.0368
H -2.4477 2.8880 -0.1750 0.5039
H -3.7489 4.4920 1.1713 0.4673
H -2.6858 4.3536 2.5493 0.2798
H -2.0933 5.1068 1.0218 0.3598
Br 0.8699 -1.8383 1.8418 0.0716
P 3.7312 0.4167 1.2233 0.2595
C 2.4907 1.5342 1.8593 1.6314
C 3.2046 2.6835 2.5693 -1.6083
H 1.8403 0.9675 2.5454 0.0945
H 1.9956 2.1177 1.0364 -1.3942
H 2.5826 3.5865 2.5425 0.3203
H 3.3601 2.4784 3.6342 0.3620
H 4.1718 2.9323 2.1049 0.4598
C 3.9334 -1.2309 2.0926 0.1980
C 5.3588 -1.7163 2.3552 -1.3704
H 3.4296 -1.9553 1.4490 -0.3515
H 3.3808 -1.1327 3.0381 0.5375
H 5.3236 -2.6201 2.9896 0.4207
H 5.8688 -2.0098 1.4217 0.3025
H 5.9337 -0.9536 2.8967 0.3687
C 3.9251 0.2339 -0.5598 0.7380
C 5.2498 0.8584 -1.1091 -1.5165
H 3.3014 0.8781 -1.3837 0.0928
H 3.9794 -0.8595 -0.7383 0.2050
H 5.2468 0.6153 -2.1795 0.4730
H 5.1974 1.9460 -1.0119 0.3937
H 6.1147 0.4385 -0.6020 0.4246
C -3.3323 0.1203 3.0462 -1.3068
C -3.2819 -1.3637 2.6935 0.6769
C -4.6780 -1.9432 2.6543 -1.8540
P -2.3734 -1.8047 1.1442 0.8814
C -1.7417 -3.5168 1.3119 0.7046
C -2.6680 -4.4521 2.0820 -1.8004
C -1.1191 -4.0748 0.0299 -0.8692
C -3.4458 -1.6743 -0.3882 0.4804
C -4.3176 -2.8993 -0.5221 -1.5351
C -4.1875 -0.3329 -0.4233 -1.3503
H -2.3441 0.5570 3.1962 0.0269
H -3.8630 0.7148 2.3005 0.2275
H -3.8692 0.2286 3.9955 0.5012
H -2.6684 -1.8737 3.4494 0.6478
H -5.3162 -1.3620 1.9832 0.2695
H -4.7007 -2.9972 2.3519 0.3186
H -5.1012 -1.8601 3.6640 0.5273
H -0.8826 -3.3398 1.9953 -0.0818
H -3.5819 -4.7255 1.5098 0.2156
H -2.0654 -5.3639 2.2802 0.5300
H -2.9550 -3.9963 3.0463 0.4018
H -0.1069 -3.6150 -0.0624 0.1369
H -0.9620 -5.1530 0.2005 0.5632
H -1.6849 -3.8662 -0.9034 0.1603
H -2.7102 -1.6534 -1.2116 0.5062
H -5.0827 -2.9111 0.2659 0.2185
H -4.8314 -2.8227 -1.4874 0.4819
H -3.7437 -3.8326 -0.4667 0.3114
H -3.5143 0.5294 -0.3375 0.1151
H -4.6718 -0.2442 -1.4050 0.4953
H -4.9500 -0.2453 0.3566 0.1821
```

Summary:
LUMO energy (alpha / beta) = -6.9 / -6.9 eV
Expectation value of S² = 2.042
HOMO energy (alpha / beta) = -11.7480 / -11.7490 eV
Charge = +2
Relative energy (zero: lowest compared OMol25 entry of this formula, charge and spin) = 232.57 kcal per mole
Spin multiplicity = 3
DFT total energy = -5832.23407 Ha
Orbital gap (alpha / beta) = 4.86 / 4.85 eV

=====

Number 1: molecular weight 441.498 Da, F_max 5.2 eV/Å. Number 2: molecular weight 267.141 Da, F_max 5.8 eV/Å. Number 3: molecular weight 608.332 Da, F_max 9.7 eV/Å. Number 4: molecular weight 702.546 Da, F_max 4.7 eV/Å.